#P
DFT (ωB97M-V/def2-TZVPD) results for an isolated molecule of C5H8N2.

XYZ file:
```
15
C5H8N2 (ωB97M-V/def2-TZVPD)
C 1.605 -0.890 0.070
N 0.636 -1.620 0.534
C -0.847 -1.175 0.439
C -0.869 0.013 -0.445
C -1.108 1.464 -0.337
C 0.260 0.937 0.025
N 1.540 0.387 -0.423
H 2.557 -1.299 0.116
H -1.487 -2.045 -0.032
H -1.127 -0.994 1.443
H -0.862 -0.482 -1.470
H -1.662 1.862 0.545
H -1.326 1.918 -1.298
H 0.288 0.977 1.128
H 2.402 0.947 -0.295
```

Properties
- Molecular weight: 96.133 u
- HOMO level: -8.69 eV
- LUMO energy: 0.9589 eV
- Frontier orbital gap: 9.649 eV

From a Löwdin analysis of the wavefunction, the atomic charges in e read: atom 1 (C): -0.26, atom 2 (N): 0.04, atom 3 (C): -0.19, atom 4 (C): -0.28, atom 5 (C): -0.06, atom 6 (C): -0.24, atom 7 (N): 0.02, atom 8 (H): 0.09, atom 9 (H): 0.14, atom 10 (H): 0.08, atom 11 (H): 0.16, atom 12 (H): 0.12, atom 13 (H): 0.10, atom 14 (H): 0.14, atom 15 (H): 0.14

***

#Q
DFT (ωB97M-V/def2-TZVPD) results for an isolated molecule of C5H8N2.

XYZ file:
```
15
C5H8N2 (ωB97M-V/def2-TZVPD)
H 2.047 -1.333 2.085
N 2.392 -0.941 1.206
C 1.363 -0.556 0.587
C 1.122 0.141 -0.755
C -0.371 0.126 -0.391
C -1.370 1.193 -0.684
N -0.725 -1.285 -0.222
C -0.104 -0.542 0.906
H 1.543 1.152 -0.782
H 1.398 -0.407 -1.660
H -0.969 2.170 -0.394
H -1.614 1.218 -1.750
H -2.291 1.018 -0.116
H -1.723 -1.345 -0.025
H -0.610 -0.420 1.861
```

Properties
- Molecular weight: 96.133 u
- HOMO level: -9.20 eV
- LUMO energy: 0.8779 eV
- Frontier orbital gap: 10.079 eV

From a Löwdin analysis of the wavefunction, the atomic charges in e read: atom 1 (H): 0.05, atom 2 (N): 0.15, atom 3 (C): -0.34, atom 4 (C): -0.03, atom 5 (C): -0.48, atom 6 (C): -0.02, atom 7 (N): 0.10, atom 8 (C): -0.17, atom 9 (H): 0.12, atom 10 (H): 0.12, atom 11 (H): 0.08, atom 12 (H): 0.08, atom 13 (H): 0.08, atom 14 (H): 0.10, atom 15 (H): 0.14

***

#R
DFT (ωB97M-V/def2-TZVPD) results for an isolated molecule of C5H8N2.

XYZ file:
```
15
C5H8N2 (ωB97M-V/def2-TZVPD)
C 2.812 -0.342 -0.085
C 1.561 -0.939 -0.103
C 0.296 -0.075 0.287
C 0.666 1.377 0.094
C -1.025 -0.610 -0.482
N 3.800 0.250 -0.166
N 0.329 -0.312 1.733
H 1.373 -2.016 0.013
H 1.313 1.768 1.039
H -0.246 2.039 0.054
H 1.202 1.543 -0.866
H -0.768 -0.516 -1.582
H -1.968 0.003 -0.380
H -1.321 -1.599 -0.173
H -0.034 -1.250 1.865
```

Properties
- Molecular weight: 96.133 u
- HOMO level (alpha / beta): -9.53 / -10.28 eV
- LUMO energy (alpha / beta): -0.8373 / -1.3738 eV
- Frontier orbital gap (alpha / beta): 8.695 / 8.904 eV

From a Löwdin analysis of the wavefunction, the atomic charges in e read: atom 1 (C): -0.27, atom 2 (C): 0.02, atom 3 (C): -0.66, atom 4 (C): -0.10, atom 5 (C): -0.03, atom 6 (N): 0.18, atom 7 (N): 0.18, atom 8 (H): 0.11, atom 9 (H): 0.13, atom 10 (H): 0.08, atom 11 (H): 0.08, atom 12 (H): 0.09, atom 13 (H): 0.08, atom 14 (H): 0.05, atom 15 (H): 0.04

***

Short version: #R is the least stable of them.

***

#P
DFT (ωB97M-V/def2-TZVPD) results for an isolated molecule of C5H8N2.

XYZ file:
```
15
C5H8N2 (ωB97M-V/def2-TZVPD)
C 0.762 -1.551 1.629
C 1.481 -1.545 0.268
C -0.501 -1.610 1.633
C -1.088 1.932 -0.656
C -0.638 0.538 -0.122
N 1.169 -1.026 -0.788
N 0.319 -0.095 -1.050
H 1.473 -1.617 2.371
H 2.417 -2.191 0.292
H -0.081 2.503 -0.601
H -1.594 1.786 -1.692
H -1.880 2.314 -0.053
H -0.310 0.577 0.882
H -1.575 -0.106 -0.094
H 0.045 0.091 -2.020
```

Properties
- Molecular weight: 96.133 u
- HOMO level: -8.36 eV
- LUMO energy: -0.2422 eV
- Frontier orbital gap: 8.121 eV

From a Löwdin analysis of the wavefunction, the atomic charges in e read: atom 1 (C): -0.23, atom 2 (C): -0.20, atom 3 (C): 0.17, atom 4 (C): -0.09, atom 5 (C): -0.29, atom 6 (N): -0.03, atom 7 (N): -0.06, atom 8 (H): 0.07, atom 9 (H): 0.12, atom 10 (H): 0.10, atom 11 (H): 0.10, atom 12 (H): 0.05, atom 13 (H): 0.06, atom 14 (H): 0.11, atom 15 (H): 0.14

***

#Q
DFT (ωB97M-V/def2-TZVPD) results for an isolated molecule of C5H8N2.

XYZ file:
```
15
C5H8N2 (ωB97M-V/def2-TZVPD)
C -1.645 -1.009 0.075
C -0.890 0.225 -0.390
C -0.566 1.478 0.380
N 0.348 0.363 0.340
C 1.665 0.275 -0.266
C 2.200 -1.041 0.211
N 2.482 -2.067 0.673
H -1.714 -1.095 1.167
H -1.049 -1.879 -0.236
H -2.639 -1.131 -0.359
H -0.893 0.373 -1.490
H -0.292 2.371 -0.181
H -0.984 1.717 1.361
H 1.671 0.320 -1.378
H 2.305 1.099 0.093
```

Properties
- Molecular weight: 96.133 u
- HOMO level: -9.59 eV
- LUMO energy: 0.8827 eV
- Frontier orbital gap: 10.472 eV

From a Löwdin analysis of the wavefunction, the atomic charges in e read: atom 1 (C): -0.06, atom 2 (C): -0.32, atom 3 (C): -0.09, atom 4 (N): -0.13, atom 5 (C): -0.17, atom 6 (C): -0.19, atom 7 (N): 0.13, atom 8 (H): 0.08, atom 9 (H): 0.08, atom 10 (H): 0.07, atom 11 (H): 0.14, atom 12 (H): 0.10, atom 13 (H): 0.11, atom 14 (H): 0.12, atom 15 (H): 0.12

***

#R
DFT (ωB97M-V/def2-TZVPD) results for C5H8N2 as an isolated structure.

XYZ file:
```
15
C5H8N2 (ωB97M-V/def2-TZVPD)
C 1.970 -0.652 -1.043
C 0.450 -0.524 -1.160
N -0.231 0.158 0.075
C -0.844 1.646 0.970
C -1.892 1.179 1.689
N -1.863 -0.191 1.658
C -1.037 -0.646 0.750
H 2.425 -1.127 -1.929
H 2.405 0.342 -0.936
H 2.246 -1.253 -0.171
H 0.038 -1.550 -1.303
H 0.195 0.003 -2.087
H -0.033 2.329 0.914
H -2.812 1.634 2.137
H -1.120 -1.699 0.527
```

Properties
- Molecular weight: 96.133 u
- HOMO level: -8.54 eV
- LUMO energy: 0.7514 eV
- Frontier orbital gap: 9.291 eV

From a Löwdin analysis of the wavefunction, the atomic charges in e read: atom 1 (C): -0.11, atom 2 (C): -0.20, atom 3 (N): 0.02, atom 4 (C): 0.10, atom 5 (C): -0.21, atom 6 (N): 0.00, atom 7 (C): -0.32, atom 8 (H): 0.08, atom 9 (H): 0.07, atom 10 (H): 0.07, atom 11 (H): 0.11, atom 12 (H): 0.10, atom 13 (H): 0.05, atom 14 (H): 0.12, atom 15 (H): 0.12

***

Short version: #P is the least stable of them.

***

#P
DFT (ωB97M-V/def2-TZVPD) results for C2H7ClNO2P as an isolated structure.

XYZ file:
```
14
C2H7ClNO2P (ωB97M-V/def2-TZVPD)
C 1.863 0.474 -0.533
C -1.893 0.080 0.776
N 0.727 -0.253 -1.162
O -0.347 0.743 1.315
O -1.813 -0.806 -0.147
P 0.062 -1.536 -0.384
Cl -0.427 -2.835 -1.618
H 1.452 1.344 0.103
H 2.507 -0.064 0.135
H 2.636 0.794 -1.281
H -2.443 -0.329 1.586
H -2.428 0.974 0.295
H 0.007 0.966 2.535
H 0.095 0.450 -1.619
```

Properties
- Molecular weight: 143.510 u
- HOMO level: -9.02 eV
- LUMO energy: 0.3321 eV
- Frontier orbital gap: 9.350 eV

From a Löwdin analysis of the wavefunction, the atomic charges in e read: atom 1 (C): -0.19, atom 2 (C): -0.33, atom 3 (N): -0.35, atom 4 (O): -0.38, atom 5 (O): -0.34, atom 6 (P): 0.45, atom 7 (Cl): 0.37, atom 8 (H): 0.08, atom 9 (H): 0.05, atom 10 (H): 0.08, atom 11 (H): 0.08, atom 12 (H): 0.12, atom 13 (H): 0.23, atom 14 (H): 0.12

***

#Q
DFT (ωB97M-V/def2-TZVPD) results for an isolated molecule of C2H7ClNO2P.

XYZ file:
```
14
C2H7ClNO2P (ωB97M-V/def2-TZVPD)
C -1.096 2.574 0.351
N -0.698 1.205 0.590
P -1.245 0.068 -0.638
Cl -3.174 -0.145 0.078
O -0.409 -1.190 0.142
C -0.789 -2.565 0.427
O 0.274 -3.387 0.038
H -2.278 2.669 0.375
H -0.796 3.155 1.140
H -0.843 2.944 -0.542
H 0.304 1.261 0.509
H -1.606 -3.079 -0.007
H -1.004 -2.550 1.474
H 0.828 -2.813 -0.522
```

Properties
- Molecular weight: 143.510 u
- HOMO level: -9.21 eV
- LUMO energy: 0.8693 eV
- Frontier orbital gap: 10.084 eV

From a Löwdin analysis of the wavefunction, the atomic charges in e read: atom 1 (C): -0.22, atom 2 (N): -0.32, atom 3 (P): 0.58, atom 4 (Cl): 0.20, atom 5 (O): -0.42, atom 6 (C): -0.32, atom 7 (O): -0.04, atom 8 (H): 0.10, atom 9 (H): 0.05, atom 10 (H): 0.02, atom 11 (H): 0.06, atom 12 (H): 0.10, atom 13 (H): 0.11, atom 14 (H): 0.10

***

Short version: #P is the least stable of them.